Formula: C35H49Br2FN15
Source: the Open Molecules 2025 dataset
Level of theory: the ωB97M-V functional and the def2-TZVPD basis

Structure (XYZ):
```
102
Properties=species:S:1:pos:R:3
C 0.434 -1.126 -3.190
C 1.773 -1.860 -2.705
Br 3.415 -0.788 -2.604
C 1.785 -3.220 -2.361
Br 0.098 -4.283 -2.432
C 3.049 -3.999 -1.873
C 3.205 -4.503 -0.400
C 4.503 -5.267 -0.216
N 5.498 -5.559 -1.148
N 5.402 -5.117 -2.396
C 4.268 -4.409 -2.714
C 4.214 -3.928 -4.255
C 3.879 -5.126 -5.259
F 5.097 -5.674 -5.804
H 0.696 -0.295 -3.938
H -0.248 -1.842 -3.773
H -0.172 -0.711 -2.308
H 2.423 -4.308 0.408
H 4.693 -5.663 0.843
H 6.330 -6.124 -0.890
H 3.515 -3.052 -4.414
H 5.283 -3.564 -4.477
H 3.314 -4.685 -6.158
H 3.201 -5.931 -4.808
C -2.379 1.629 -1.609
C -2.109 1.365 -3.054
N -1.897 1.156 -4.181
H -2.330 0.697 -1.044
H -1.635 2.323 -1.213
H -3.372 2.066 -1.489
C 0.050 5.341 0.033
C -0.153 3.839 0.273
N -0.313 2.694 0.453
H 1.113 5.556 -0.056
H -0.454 5.630 -0.878
H -0.361 5.903 0.866
C -1.341 -5.060 1.264
C -0.079 -4.367 1.673
N 0.904 -3.827 1.992
H -2.177 -4.361 1.301
H -1.243 -5.444 0.247
H -1.544 -5.892 1.941
C 0.622 9.689 -0.822
C 0.391 8.225 -0.633
N 0.203 7.073 -0.494
H 1.689 9.889 -0.895
H 0.133 10.027 -1.735
H 0.213 10.241 0.026
C -3.318 6.598 3.053
C -3.047 6.334 1.608
N -2.835 6.128 0.482
H -3.266 5.665 3.616
H -2.578 7.295 3.448
H -4.313 7.030 3.171
C 2.556 9.231 -4.318
C 2.265 10.390 -3.423
N 2.037 11.294 -2.725
H 2.555 8.306 -3.740
H 1.796 9.164 -5.098
H 3.534 9.359 -4.784
C -2.036 -3.026 5.566
C -2.573 -3.146 4.158
N -2.989 -3.238 3.072
H -0.971 -3.231 5.567
H -2.212 -2.025 5.933
H -2.541 -3.742 6.213
C -0.288 -1.871 9.764
C -0.791 -2.208 8.399
N -1.186 -2.471 7.330
H 0.169 -0.880 9.757
H -1.114 -1.877 10.476
H 0.457 -2.604 10.076
C -6.248 3.993 -2.906
C -5.912 3.072 -1.779
N -5.648 2.355 -0.901
H -5.747 4.951 -2.764
H -5.922 3.556 -3.851
H -7.326 4.156 -2.941
C -6.244 -0.790 0.579
C -7.526 -1.517 0.333
N -8.525 -2.083 0.142
H -6.061 -0.714 1.652
H -5.417 -1.328 0.114
H -6.299 0.215 0.156
C 4.450 5.678 1.707
C 3.257 6.539 1.966
N 2.328 7.210 2.168
H 4.412 4.791 2.340
H 4.464 5.369 0.661
H 5.363 6.233 1.926
C 6.829 -8.766 -3.287
C 7.254 -8.946 -1.864
N 7.585 -9.083 -0.756
H 7.586 -8.202 -3.832
H 6.700 -9.740 -3.761
H 5.883 -8.223 -3.326
C -5.068 -5.939 2.660
C -4.236 -7.170 2.508
N -3.587 -8.129 2.389
H -6.039 -6.085 2.183
H -5.221 -5.722 3.718
H -4.565 -5.092 2.192
```

Calculated values
Charge   +1
Calculated total energy   -202223.633 eV
Maximum force   12.851 eV/Å
Gap between HOMO and LUMO   6.16 eV